Version w
# C5H9N2O

A gas-phase ion, C5H9N2O (charge +1) (ωB97M-V with the def2-TZVPD basis set, OMol25).

The total charge is +1. For the molecular weight, the calculation gives 113.1 g mol⁻¹. Its orbital gap is 0.36264 Eh. Its SMILES is CC(C=O)=[N+]=CCN. The calculation puts the HOMO energy at -0.536 hartree.

Each line ends with the natural charge from an NBO analysis.
Geometry (Å):
O1 -2.05707 -1.53514 -0.10476  -0.41
N1 0.49414 -0.76851 1.06621  -0.77
N2 0.15589 0.07000 -1.25298  -0.32
C1 1.18790 -0.59133 -1.24445  0.23
C2 -0.66137 0.44865 -0.37120  0.39
C3 1.62673 -1.01729 0.14318  -0.32
C4 -0.93054 1.79088 0.13720  -0.71
C5 -1.95247 -0.36217 -0.39440  0.39
H1 -0.32270 1.94937 1.00633  0.27
H2 -2.61450 0.24634 -0.88279  0.14
H3 1.93004 -2.05832 0.16572  0.26
H4 1.94013 -0.77705 -1.94352  0.24
H5 0.79181 -0.03661 1.70683  0.39
H6 -0.52037 2.58854 -0.49768  0.28
H7 2.66810 -0.50401 0.34948  0.25
H8 -1.95245 2.03183 0.32067  0.26
H9 0.21671 -1.47516 1.79618  0.44

***

Version x
# C5H9N2O

A gas-phase ion, C5H9N2O (charge +1) (ωB97M-V with the def2-TZVPD basis set, OMol25).

The total charge is +1. For the molecular weight, the calculation gives 113.1 g mol⁻¹. Its orbital gap is 0.30924 Eh. The calculation puts the HOMO energy at -0.473 hartree.

Each line ends with the natural charge from an NBO analysis.
Geometry (Å):
O1 0.97553 1.75670 -0.72919  -0.50
N1 -0.05141 0.89012 -0.35736  -0.05
N2 -0.06243 -1.42350 0.42270  -0.46
C1 -0.59835 0.74936 0.83239  0.20
C2 1.31667 -1.50553 -1.78399  -0.75
C3 0.63805 -1.06032 -0.59409  0.51
C4 -0.80782 -0.59545 1.18662  -0.11
C5 -1.09223 1.80247 1.75812  -0.68
H1 -0.23690 -2.51143 0.47774  0.46
H2 -1.28488 -0.98431 1.99828  0.24
H3 -2.04647 2.40076 1.63834  0.28
H4 1.10925 1.73023 -1.68967  0.50
H5 0.84654 -1.39969 -2.76622  0.30
H6 1.51280 -2.57049 -1.62346  0.28
H7 -0.39148 2.57558 1.94432  0.26
H8 -1.31498 1.30153 2.79645  0.25
H9 2.29151 -0.98749 -1.87239  0.28

***

The structure with the most favorable energy is version w; the runner-up is 0.0910 hartree above it.

***

Version w
# C2H11NO5

4 unconnected molecules or ions with the total composition C2H11NO5 (ωB97M-V with the def2-TZVPD basis set, OMol25).

For the molecular weight, the calculation gives 129.1 g mol⁻¹. Its orbital gap is 0.36799 Eh. Its SMILES is NCC(=O)O.O.O.O. The calculation puts the HOMO energy at -0.360 hartree.

Each line ends with the natural charge from an NBO analysis.
Geometry (Å):
O1 2.38152 0.25220 1.42485  -0.94
O2 -0.13829 1.41403 1.29852  -0.89
O3 -0.42957 -3.14079 1.98498  -0.95
O4 0.42065 -1.59201 -1.84222  -0.60
O5 -0.24002 -0.65877 0.05773  -0.73
N1 -1.34595 1.49606 -1.36619  -0.85
C1 -0.00506 -0.63342 -1.23748  0.78
C2 -0.26703 0.66833 -1.98907  -0.35
H1 -1.94029 0.85971 -0.82596  0.35
H2 0.66333 1.22837 -1.87031  0.21
H3 -0.34357 -3.19793 1.02540  0.48
H4 -1.10118 1.52988 1.36832  0.49
H5 2.12816 0.04954 2.32765  0.47
H6 2.68007 -0.59808 1.09907  0.47
H7 -0.50662 0.43045 -3.03093  0.22
H8 0.09513 -2.38151 2.24488  0.46
H9 -0.12004 0.24035 0.54229  0.50
H10 0.05157 2.26618 0.88726  0.50
H11 -1.98281 1.76744 -2.09880  0.36

***

Version x
# C2H11NO5

4 unconnected molecules or ions with the total composition C2H11NO5 (ωB97M-V with the def2-TZVPD basis set, OMol25).

For the molecular weight, the calculation gives 129.1 g mol⁻¹. Its orbital gap is 0.40300 Eh. Its SMILES is O=CNCO.O.O.O. The calculation puts the HOMO energy at -0.394 hartree.

Each line ends with the natural charge from an NBO analysis.
Geometry (Å):
O1 2.90488 -2.65607 0.76100  -0.97
O2 -0.41497 2.18193 2.35401  -0.93
O3 -0.01440 -2.11262 0.75018  -0.63
O4 -3.03449 4.03697 0.62767  -0.96
O5 0.87938 0.14491 -2.62016  -0.70
N1 -0.51313 -0.59547 -0.88205  -0.63
C1 -0.80337 -1.61593 -0.01274  0.54
C2 0.87773 -0.44946 -1.36502  0.09
H1 -3.03975 3.48912 1.43386  0.48
H2 2.94741 -3.60904 0.81885  0.47
H3 -2.52133 3.65745 -0.06507  0.47
H4 1.96927 -2.39481 0.72487  0.49
H5 -1.87739 -1.88682 -0.08250  0.12
H6 1.39126 -1.41623 -1.34064  0.17
H7 -1.15139 -0.38468 -1.62917  0.40
H8 1.43133 0.24758 -0.71038  0.18
H9 0.61760 -0.49647 -3.28211  0.47
H10 -0.10892 1.27566 2.33707  0.47
H11 0.46029 2.58397 2.18233  0.47

***

The structure with the most favorable energy is version w; the runner-up is 0.0064 hartree above it.

***

Version w
# ClH2NO2P

2 unconnected molecules or ions with the total composition ClH2NO2P (ωB97M-V with the def2-TZVPD basis set, OMol25).

The total charge is -1. For the molecular weight, the calculation gives 114.4 g mol⁻¹. Its orbital gap is 0.30198 Eh. The calculation puts the HOMO energy at -0.169 hartree.

Each line ends with the natural charge from an NBO analysis.
Geometry (Å):
Cl1 2.44017 1.28975 0.00922  -0.97
P1 -1.01519 0.17912 -0.01085  2.40
O1 -1.57712 0.72738 -1.23637  -1.05
O2 -1.61809 0.32725 1.31130  -1.06
N1 0.21564 -0.90328 -0.12400  -1.19
H1 0.94849 -0.55967 -0.74491  0.46
H2 0.60610 -1.06054 0.79560  0.42

***

Version x
# ClH2NO2P

A gas-phase ion, ClH2NO2P (charge -1) (ωB97M-V with the def2-TZVPD basis set, OMol25).

The total charge is -1. For the molecular weight, the calculation gives 114.4 g mol⁻¹. Its orbital gap is 0.34181 Eh. Its SMILES is N[P@](=O)([O-])Cl. The calculation puts the HOMO energy at -0.193 hartree.

Each line ends with the natural charge from an NBO analysis.
Geometry (Å):
Cl1 -2.42405 1.40927 -0.06477  -0.53
P1 -1.75111 -0.65308 0.03295  2.26
O1 -2.12644 -1.18684 1.32528  -1.15
O2 -2.24021 -1.02734 -1.31965  -1.15
N1 -0.00343 -0.53523 0.04181  -1.18
H1 0.44263 0.19263 -0.41059  0.37
H2 -0.07308 -0.42362 1.04033  0.37

***

The structure with the most favorable energy is version x; the runner-up is 0.0143 hartree above it.

***

Version w
# C20H23N3O4

C20H23N3O4 in the gas phase (ωB97M-V with the def2-TZVPD basis set, OMol25).

For the molecular weight, the calculation gives 369.4 g mol⁻¹. Its orbital gap is 0.32701 Eh. Its SMILES is Cc1ccc(NC(=O)CCC(=O)NNC(=O)COc2ccccc2)c(C)c1. The calculation puts the HOMO energy at -0.305 hartree.

Each line ends with the natural charge from an NBO analysis.
Geometry (Å):
O1 -3.21535 0.34633 3.23576  -0.50
O2 -0.32191 0.90443 5.24467  -0.63
O3 3.66275 -0.82803 -0.61945  -0.62
O4 0.15709 -2.03336 1.55307  -0.66
N1 1.54158 -1.62238 -0.88413  -0.65
N2 -0.73281 -0.57876 3.60594  -0.45
N3 0.61080 -0.88577 3.41376  -0.44
C1 0.98942 -1.58648 2.32463  0.67
C2 -0.40958 1.60634 -5.15825  -0.63
C3 -2.88412 1.10565 2.13738  0.28
C4 2.48573 -1.78174 2.21068  -0.49
C5 2.87865 -2.49871 0.91562  -0.49
C6 1.29427 0.05664 -4.17285  -0.20
C7 3.06920 -1.51789 -3.38541  -0.64
C8 -2.35624 2.50184 -0.20604  -0.24
C9 -1.93979 2.12378 2.13379  -0.27
C10 -0.11217 -0.15826 -1.82446  -0.23
C11 -0.60932 0.61800 -2.85226  -0.22
C12 -3.29353 1.48057 -0.20117  -0.19
C13 -3.55736 0.78411 0.96052  -0.26
C14 -2.60646 0.64983 4.46510  -0.16
C15 -1.68409 2.81487 0.96005  -0.20
C16 1.80997 -0.74365 -3.16319  -0.02
C17 -1.10607 0.36593 4.48955  0.62
C18 2.75177 -1.55414 -0.28097  0.68
C19 1.10038 -0.82480 -1.96128  0.20
C20 0.09791 0.74727 -4.03921  -0.01
H1 2.94574 -2.54800 -3.05240  0.21
H2 1.22526 -0.40536 4.05920  0.43
H3 2.81629 -2.36619 3.07335  0.24
H4 -1.44432 1.89423 -4.98957  0.21
H5 3.34206 -1.51345 -4.43762  0.21
H6 -2.14814 3.04991 -1.11174  0.22
H7 -2.77029 1.69312 4.76206  0.21
H8 2.98002 -0.80859 2.25437  0.24
H9 0.79869 -2.03206 -0.32497  0.43
H10 -3.09456 0.00269 5.20085  0.23
H11 1.83956 0.13136 -5.10358  0.20
H12 -0.34183 1.08020 -6.10872  0.22
H13 -0.66550 -0.25111 -0.89999  0.22
H14 -1.34734 -0.99415 2.91399  0.44
H15 2.25250 -3.38005 0.77602  0.23
H16 -1.55376 1.12570 -2.72708  0.20
H17 0.19069 2.51300 -5.23638  0.22
H18 3.92335 -2.80290 0.98383  0.24
H19 -4.28309 -0.01342 0.98467  0.23
H20 -1.39754 2.38941 3.02817  0.22
H21 3.88305 -1.08333 -2.80565  0.26
H22 -3.82366 1.22292 -1.10584  0.22
H23 -0.94792 3.60445 0.96520  0.22

***

Version x
# C20H23N3O4

C20H23N3O4 in the gas phase (ωB97M-V with the def2-TZVPD basis set, OMol25).

For the molecular weight, the calculation gives 369.4 g mol⁻¹. Its orbital gap is 0.29736 Eh. Its SMILES is C=CCN(CC=C)c1ccc(N2C(=O)[C@H]3CCCC[C@H]3C2=O)cc1[N+](=O)[O-]. The calculation puts the HOMO energy at -0.298 hartree.

Each line ends with the natural charge from an NBO analysis.
Geometry (Å):
O1 -2.43382 -1.47966 1.79444  -0.39
O2 -3.53832 0.36771 1.73874  -0.36
O3 1.87259 0.17518 2.69237  -0.56
O4 2.84914 0.27278 -1.75601  -0.56
N1 -2.62302 -0.35002 1.38455  0.52
N2 2.03785 0.28094 0.39805  -0.49
N3 -3.30130 1.24936 -0.98694  -0.41
C1 -3.67910 2.36300 -1.82573  -0.25
C2 -0.33240 -0.08851 0.76642  -0.16
C3 3.00898 0.09837 -0.57847  0.72
C4 -2.82989 1.14463 -3.85692  -0.39
C5 -2.01870 1.09698 -0.55781  0.22
C6 0.35773 1.54408 -0.84075  -0.16
C7 -5.39173 0.41866 0.05165  -0.17
C8 -6.17306 -0.54013 0.51245  -0.39
C9 5.01174 -2.67838 1.03565  -0.40
C10 -4.27775 0.17978 -0.93414  -0.26
C11 -1.66131 0.20513 0.47793  -0.03
C12 -0.95317 1.79026 -1.16714  -0.23
C13 4.69530 -0.81376 2.66354  -0.40
C14 -3.44025 2.17339 -3.30052  -0.20
C15 4.04054 0.02497 1.56859  -0.31
C16 4.23504 -0.44491 0.12703  -0.31
C17 4.15799 -1.97673 -0.01282  -0.39
C18 4.51278 -2.30813 2.42763  -0.40
C19 2.53225 0.14152 1.69119  0.71
C20 0.68374 0.57036 0.10418  0.08
H1 4.46992 -2.25289 -1.02094  0.23
H2 -6.97998 -0.33449 1.19237  0.20
H3 -5.54450 1.44627 0.34495  0.20
H4 5.15772 -0.07756 -0.32412  0.23
H5 3.12041 -2.29883 0.11327  0.20
H6 -2.69869 1.07595 -4.92272  0.21
H7 4.94838 -3.75728 0.88679  0.22
H8 3.45665 -2.56938 2.51973  0.20
H9 1.14425 2.08233 -1.34425  0.23
H10 -4.71541 0.09062 -1.93901  0.22
H11 -3.15924 3.26454 -1.48425  0.22
H12 -3.78113 -0.77165 -0.72236  0.22
H13 -6.02433 -1.57312 0.24322  0.19
H14 -2.42625 0.33095 -3.27740  0.20
H15 5.06320 -2.86393 3.18800  0.22
H16 4.41206 1.05459 1.66091  0.24
H17 5.76255 -0.58353 2.69382  0.20
H18 -1.16061 2.50976 -1.94076  0.22
H19 -3.82836 2.97908 -3.90975  0.20
H20 -0.12201 -0.80005 1.54949  0.26
H21 -4.74952 2.54056 -1.67157  0.22
H22 4.25605 -0.52700 3.62066  0.23
H23 6.05697 -2.38177 0.92677  0.20

***

The structure with the most favorable energy is version w; the runner-up is 0.1456 hartree above it.